C37H33Cl68N6O6S | the ωB97M-V functional and the def2-TZVPD basis

Orbital gap   7.80 eV
Energy relative to the best compared isomer or geometry (same formula, charge and spin)   0.000 eV
Energy   -33900.20502 hartree
Molecular weight   3100.578 g/mol

```
! wB97M-V def2-TZVPD RIJCOSX def2/J DEFGRID3
* xyz 1 1
C 3.18 1.21 2.40
C 1.90 1.04 1.45
N 2.10 -0.24 0.73
C 0.92 -0.65 -0.07
C 0.03 0.49 -0.69
C 0.75 1.36 -1.81
C 0.27 0.85 -3.23
C 1.12 1.47 -4.43
N 1.85 2.71 -4.05
N 1.42 -1.57 -1.13
C 2.50 -1.41 -2.14
C 3.81 -2.23 -1.85
O 4.73 -1.30 -1.21
C 5.42 -2.04 -0.22
O 4.88 -2.16 0.85
C 0.79 -2.72 -1.19
C 1.00 -3.96 -2.09
C 1.55 -5.12 -1.12
S 2.63 -6.34 -1.99
C 1.60 -6.86 -3.40
N 2.23 -7.50 -4.41
N 1.23 -7.73 -5.31
C 0.06 -7.24 -4.84
O 0.25 -6.65 -3.58
C -0.37 -2.74 -0.11
O -1.52 -2.46 -0.90
C 0.14 -1.68 0.95
O 1.24 -2.26 1.67
C 1.02 -2.23 3.01
N 0.77 -2.50 4.10
O -0.75 -0.81 1.59
C -1.97 -1.45 2.03
C -3.25 -0.94 1.22
H 3.15 2.15 3.00
H 3.29 0.28 3.03
H 4.07 1.22 1.71
H 1.90 1.91 0.74
H 1.01 1.06 2.14
H 2.94 -0.10 0.16
H -0.85 -0.02 -1.19
H -0.41 1.19 0.06
H 1.86 1.45 -1.69
H 0.33 2.40 -1.70
H -0.78 1.24 -3.37
H 0.18 -0.28 -3.30
H 0.43 1.75 -5.28
H 1.89 0.70 -4.75
H 2.62 2.44 -3.43
H 2.30 3.10 -4.88
H 2.08 -1.70 -3.15
H 2.81 -0.33 -2.26
H 4.28 -2.47 -2.85
H 3.65 -3.18 -1.27
H 6.41 -2.51 -0.48
H -0.03 -4.32 -2.42
H 1.64 -3.80 -2.99
H 2.21 -4.60 -0.36
H 0.71 -5.64 -0.57
H -0.95 -7.22 -5.30
H -0.40 -3.71 0.46
H -2.01 -3.31 -0.96
H -2.14 -1.08 3.09
H -1.92 -2.57 2.11
H -3.73 -0.06 1.73
H -3.98 -1.80 1.23
H -2.99 -0.68 0.16
C -1.90 -4.95 5.99
Cl -2.74 -6.50 5.84
Cl -2.36 -3.89 4.63
Cl -2.34 -4.17 7.51
Cl -0.15 -5.21 5.94
C 0.77 4.86 3.37
Cl 2.39 4.77 2.65
Cl 0.85 4.37 5.07
Cl 0.18 6.53 3.26
Cl -0.33 3.78 2.49
C -4.31 -0.31 8.24
Cl -4.64 -1.30 9.67
Cl -5.70 0.74 7.91
Cl -2.87 0.69 8.54
Cl -4.02 -1.35 6.84
C 4.01 8.32 2.44
Cl 2.39 8.48 1.72
Cl 4.87 9.86 2.27
Cl 3.86 7.91 4.15
Cl 4.90 7.05 1.59
C -7.61 3.25 5.39
Cl -5.84 3.35 5.25
Cl -8.36 4.16 4.07
Cl -8.11 1.55 5.29
Cl -8.12 3.93 6.94
C -2.20 3.89 -5.82
Cl -3.68 4.74 -6.28
Cl -2.29 2.21 -6.38
Cl -0.80 4.69 -6.57
Cl -2.01 3.92 -4.06
C -8.91 5.84 10.72
Cl -8.83 7.10 9.47
Cl -8.88 6.59 12.32
Cl -10.42 4.92 10.53
Cl -7.53 4.75 10.55
C 0.20 -11.82 -5.60
Cl -1.15 -12.19 -6.69
Cl -0.05 -12.62 -4.04
Cl 1.72 -12.39 -6.32
Cl 0.29 -10.06 -5.36
C 3.64 5.91 -2.24
Cl 2.03 6.07 -2.94
Cl 4.52 7.44 -2.42
Cl 3.50 5.52 -0.52
Cl 4.53 4.62 -3.06
C 2.64 -0.37 6.97
Cl 1.83 -1.94 6.82
Cl 2.13 0.68 5.64
Cl 2.20 0.37 8.52
Cl 4.39 -0.61 6.90
C -2.51 0.67 -10.06
Cl -2.73 -0.35 -8.63
Cl -3.94 1.69 -10.29
Cl -1.08 1.69 -9.85
Cl -2.29 -0.36 -11.49
C 2.81 2.12 -11.24
Cl 3.26 2.97 -12.73
Cl 4.26 1.80 -10.28
Cl 1.69 3.13 -10.31
Cl 2.02 0.59 -11.66
C -8.28 8.09 4.22
Cl -6.65 7.79 3.59
Cl -8.34 7.63 5.93
Cl -8.68 9.81 4.05
Cl -9.46 7.12 3.32
C 7.31 2.14 -1.41
Cl 6.62 2.24 -3.04
Cl 9.03 1.71 -1.53
Cl 7.15 3.71 -0.61
Cl 6.46 0.91 -0.47
C -5.87 4.73 0.97
Cl -5.58 3.42 2.13
Cl -7.30 5.65 1.47
Cl -4.46 5.81 0.93
Cl -6.13 4.05 -0.65
C 8.55 -5.19 0.95
Cl 7.16 -4.13 1.29
Cl 8.05 -6.88 1.10
Cl 9.13 -4.89 -0.69
Cl 9.84 -4.85 2.11
C -2.58 -6.77 -0.40
Cl -2.65 -5.52 -1.66
Cl -2.43 -5.99 1.19
Cl -4.05 -7.74 -0.45
Cl -1.17 -7.81 -0.68
*
```

Mulliken population analysis, charges in e, atoms 1 to 5: atom 1 (C): -1.112, atom 2 (C): 0.242, atom 3 (N): 0.280, atom 4 (C): -1.141, atom 5 (C): -1.144